1.
Computed, not measured: 9 unconnected molecules or ions with the total composition C45H132N18O15P6S3, with ωB97M-V/def2-TZVPD.

Its total charge is 0. As for the structure (SMILES): CN(C)P(=O)(N(C)C)N(C)C.CN(C)P(=O)(N(C)C)N(C)C.CN(C)P(=O)(N(C)C)N(C)C.CN(C)P(=O)(N(C)C)N(C)C.CN(C)P(=O)(N(C)C)N(C)C.CN(C)P(=O)(N(C)C)N(C)C.CCOS(C)(=O)=O.CCOS(C)(=O)=O.CCOS(C)(=O)=O. The HOMO energy is -7.94 eV.

Geometry as XYZ:
```
219
Properties=species:S:1:pos:R:3:forces:R:3:mulliken_charge:R:1
C 5.741 0.668 4.140 0.601 -0.565 -0.514 -0.55
N 5.409 1.772 4.987 -1.241 0.725 1.904 0.34
C 4.542 2.792 4.451 -0.945 -0.223 -1.050 -0.01
P 5.149 1.470 6.644 3.068 2.659 -2.117 0.84
O 4.070 0.688 7.198 -1.726 -1.258 0.248 -0.95
N 6.581 0.756 6.991 -0.342 -0.651 1.191 0.28
C 7.854 1.348 6.680 0.139 -0.563 -1.196 -0.82
C 6.563 -0.611 7.477 -1.026 0.180 1.345 -1.01
N 5.098 3.062 7.219 -0.346 -1.305 0.877 0.50
C 5.997 4.171 6.954 0.491 -0.189 -1.083 -1.22
C 4.387 3.038 8.519 3.067 2.394 0.287 -1.40
H 4.916 0.326 3.527 -0.672 -0.116 0.087 0.00
H 6.046 -0.201 4.776 0.212 0.773 -0.860 0.11
H 6.482 1.008 3.386 0.178 -0.523 0.603 0.32
H 4.994 3.493 3.780 0.957 0.343 -0.474 0.42
H 4.089 3.381 5.219 -0.132 0.222 0.582 0.28
H 3.712 2.386 3.875 -0.123 -0.379 -0.014 -0.55
H 7.724 2.424 6.628 0.358 -0.060 -0.217 0.15
H 8.603 1.103 7.412 0.160 0.008 0.747 0.37
H 8.286 0.929 5.731 -0.437 0.603 0.360 0.27
H 6.571 -1.289 6.665 0.070 -1.074 -0.918 0.32
H 7.440 -0.757 8.064 0.789 -0.277 0.467 0.43
H 5.684 -0.890 8.148 1.001 0.805 -1.025 0.14
H 6.815 4.321 7.711 -0.923 -0.083 -0.405 0.28
H 6.485 4.004 5.972 -0.088 -0.128 0.569 0.42
H 5.436 5.095 6.748 0.039 -0.050 0.677 0.29
H 5.127 3.305 9.359 -1.075 -0.491 -0.952 0.21
H 4.005 2.079 8.617 -0.956 -1.360 0.769 0.48
H 3.639 3.790 8.486 -0.923 0.667 0.303 0.35
C 0.238 -4.135 -1.568 -1.231 0.620 -0.056 -1.12
N -0.925 -4.496 -0.712 1.584 0.097 1.149 0.74
C -2.227 -4.471 -1.323 -0.211 1.321 0.507 -1.10
P -0.753 -4.870 0.934 -1.076 0.665 -1.675 0.36
O -2.060 -5.275 1.504 0.421 0.062 0.032 -0.94
N 0.454 -5.993 0.788 0.024 1.577 1.401 0.71
C 0.313 -7.079 -0.085 -0.136 -1.415 -1.205 -1.14
C 1.023 -6.376 2.057 0.752 0.384 0.010 -1.04
N -0.107 -3.612 1.803 0.779 0.128 0.370 0.23
C 1.245 -3.074 1.628 -0.411 -0.542 0.346 -0.67
C -0.807 -2.968 2.916 -0.618 0.890 -1.757 -1.08
H 0.499 -4.937 -2.216 0.074 -1.074 -0.770 0.62
H 1.204 -3.840 -1.165 -0.377 -0.002 0.933 0.28
H -0.044 -3.305 -2.227 -0.135 0.033 0.088 0.16
H -2.366 -5.220 -2.075 0.116 -0.571 -0.756 0.28
H -2.360 -3.464 -1.756 -0.324 -0.342 -0.148 0.20
H -3.004 -4.637 -0.570 0.283 0.103 -0.047 0.36
H -0.477 -7.779 0.242 0.107 0.122 -0.293 0.23
H 0.170 -6.773 -1.125 -0.335 0.005 0.249 0.27
H 1.254 -7.625 -0.082 0.178 -0.273 0.017 0.38
H 0.974 -5.493 2.712 0.403 -0.551 0.002 0.26
H 0.485 -7.195 2.525 -0.096 -0.261 0.135 0.31
H 2.054 -6.677 1.816 -0.065 0.010 0.691 0.33
H 1.789 -3.141 2.597 -0.062 -0.030 -0.690 0.40
H 1.673 -3.660 0.840 0.773 -0.399 -0.119 0.21
H 1.323 -2.034 1.274 -0.410 -0.065 0.320 -0.26
H -0.829 -1.900 2.559 -0.682 -0.889 1.021 0.15
H -0.264 -2.988 3.849 0.343 -0.259 0.296 0.18
H -1.797 -3.433 3.010 0.267 0.457 0.095 0.49
C 6.263 -1.336 -0.167 -1.352 -1.138 0.373 -1.26
N 5.034 -2.250 -0.267 1.138 1.635 -0.701 1.13
C 4.588 -2.847 0.959 -0.165 -0.346 1.649 -0.37
P 4.783 -3.133 -1.652 1.290 -0.797 -0.466 -0.27
O 3.376 -3.529 -1.871 -0.117 0.210 0.687 -0.24
N 5.522 -2.184 -2.841 -0.397 -0.114 0.552 -0.03
C 5.820 -2.787 -4.150 1.051 -0.295 0.640 -0.72
C 4.963 -0.827 -3.013 0.441 -0.396 -1.569 -0.81
N 5.707 -4.550 -1.601 -1.342 0.610 0.251 0.54
C 4.981 -5.857 -1.483 0.845 -0.130 -1.125 -0.91
C 7.170 -4.526 -1.546 -0.698 -0.426 -0.838 -1.22
H 6.911 -1.766 0.623 -0.176 0.545 -0.421 0.28
H 5.986 -0.278 0.023 -0.004 -0.700 0.281 0.18
H 6.738 -1.366 -1.139 0.366 0.003 0.076 0.55
H 3.620 -3.357 0.886 0.412 0.079 -0.510 -0.11
H 4.405 -2.102 1.765 0.330 -0.141 -0.583 0.02
H 5.316 -3.592 1.367 -0.296 0.406 -0.250 0.22
H 6.414 -3.732 -4.059 -0.174 1.038 0.061 0.17
H 4.963 -3.055 -4.707 -1.307 -0.144 -0.495 0.04
H 6.313 -2.013 -4.752 0.322 -0.427 0.202 0.40
H 5.645 -0.297 -3.707 -0.413 -0.111 0.374 0.43
H 3.980 -0.862 -3.479 -0.143 0.033 -0.171 0.06
H 4.870 -0.242 -2.132 0.138 0.125 1.017 0.19
H 5.452 -6.496 -0.720 -0.466 0.476 0.328 0.32
H 3.867 -5.758 -1.405 1.282 0.225 0.307 0.04
H 5.169 -6.448 -2.406 -0.177 0.332 0.139 0.33
H 7.516 -5.279 -2.274 0.326 0.603 -0.097 0.41
H 7.554 -4.858 -0.614 0.201 -0.383 1.250 0.32
H 7.596 -3.516 -1.695 -0.441 -0.556 -0.401 0.29
C -1.848 3.466 -6.704 1.059 -0.675 1.026 -0.84
N -3.008 2.718 -6.186 -0.310 -0.071 -1.108 0.52
C -3.813 1.899 -7.142 1.520 0.577 -0.573 -1.12
P -3.128 2.444 -4.553 1.534 0.964 1.119 0.36
O -3.742 1.153 -4.252 -0.800 -1.074 -0.209 -0.98
N -1.608 2.514 -3.787 -0.797 0.319 -0.992 1.52
C -0.964 3.737 -3.227 -1.983 -0.726 -1.465 -1.61
C -0.756 1.357 -4.001 0.890 -0.172 -0.918 -0.70
N -3.893 3.811 -3.966 1.134 -0.807 0.622 0.36
C -5.088 4.216 -4.596 1.158 1.531 -1.894 -1.40
C -3.872 4.114 -2.534 1.351 -0.942 -0.943 -0.71
H -1.445 4.118 -5.893 -0.397 -0.387 -0.608 0.18
H -1.976 4.094 -7.584 -0.695 -0.108 0.003 0.37
H -1.018 2.749 -6.940 -0.537 0.485 0.032 0.18
H -4.228 1.047 -6.635 -0.489 -0.065 0.356 0.35
H -3.129 1.474 -7.905 -0.129 0.205 0.292 0.32
H -4.558 2.478 -7.722 0.165 -0.123 0.633 0.26
H 0.011 3.821 -3.680 0.664 0.015 0.499 0.43
H -1.566 4.565 -3.666 0.535 -0.161 0.805 0.49
H -1.075 3.652 -2.134 1.000 0.586 -0.319 0.10
H 0.178 1.593 -4.602 -0.920 -0.004 0.475 0.42
H -0.406 0.925 -3.080 0.179 -0.073 0.680 -0.66
H -1.262 0.524 -4.516 -0.132 0.566 0.147 0.27
H -5.232 5.226 -4.311 -0.197 1.465 -0.003 0.45
H -4.926 4.190 -5.673 -0.234 0.060 -0.111 0.41
H -6.009 3.794 -4.388 -1.695 -1.868 0.821 0.44
H -2.857 3.867 -2.182 -0.941 0.434 0.336 -0.16
H -4.561 3.451 -2.056 -0.751 -0.046 0.874 0.06
H -4.081 5.170 -2.432 -0.174 0.189 0.420 0.60
C -0.200 0.555 2.714 0.942 1.648 0.087 -0.30
N 0.591 1.151 1.627 0.137 -0.283 -1.691 0.53
C 2.015 1.279 1.853 0.826 -0.238 0.575 0.51
P -0.060 1.698 0.158 0.811 1.846 0.508 -0.70
O -0.715 3.064 0.196 0.730 -1.308 -0.154 -1.09
N 1.221 1.744 -0.993 -0.773 -0.562 1.535 1.92
C 2.003 0.536 -1.293 -1.473 0.172 -0.088 -0.78
C 1.814 2.958 -1.508 -0.601 0.242 0.119 -1.28
N -1.151 0.548 -0.207 -0.921 0.404 -0.371 1.80
C -0.953 -0.856 -0.108 -0.127 -1.427 -0.170 -1.12
C -2.398 0.898 -0.928 0.857 -0.051 -1.194 -0.80
H 0.312 -0.320 3.128 -0.374 0.405 -0.202 -0.32
H -1.200 0.368 2.396 -0.630 -0.526 -0.426 0.61
H -0.320 1.369 3.457 0.182 -0.668 0.252 0.19
H 2.634 0.373 1.614 -0.597 0.448 -0.212 -0.20
H 2.249 1.425 2.919 -0.502 0.100 -0.174 -0.79
H 2.426 2.149 1.328 -0.039 -0.232 -0.052 0.31
H 1.643 -0.289 -0.677 -0.187 -0.148 -0.243 -0.63
H 1.837 0.318 -2.362 0.503 -0.288 0.342 0.33
H 3.044 0.619 -1.025 0.592 0.394 -0.129 0.50
H 1.188 3.835 -1.277 0.052 -0.477 -0.181 0.13
H 2.776 3.146 -1.019 0.300 -0.055 -0.357 0.34
H 1.895 2.833 -2.605 0.347 0.340 0.458 0.20
H -0.726 -1.265 -1.087 -0.226 -0.337 -0.428 0.52
H -0.166 -1.247 0.517 0.450 0.785 0.372 -0.85
H -1.831 -1.359 0.305 -0.325 0.076 -0.238 0.65
H -2.575 0.273 -1.839 0.458 0.083 0.702 0.18
H -2.303 1.912 -1.360 -0.409 -0.447 0.792 -0.36
H -3.239 0.724 -0.270 -0.373 0.396 0.184 0.56
C -9.979 -0.490 -4.511 -0.330 -1.976 -1.784 -1.03
N -8.852 -0.436 -3.610 0.632 -0.836 -0.629 0.34
C -8.233 -1.773 -3.426 0.116 -0.206 -0.475 -1.20
P -8.982 0.518 -2.279 -0.386 1.247 -0.372 0.11
O -9.945 0.088 -1.270 -0.423 -0.594 1.160 -0.91
N -7.432 0.665 -1.746 0.413 -0.408 -0.464 0.46
C -6.248 0.783 -2.652 1.311 0.689 1.355 -0.52
C -7.288 1.015 -0.324 0.252 0.998 -0.825 -1.05
N -9.512 1.998 -2.858 -0.816 -1.156 -0.527 0.44
C -10.651 2.644 -2.185 0.726 1.547 -0.680 -1.02
C -8.627 2.745 -3.747 -0.717 -0.881 0.716 -1.27
H -9.722 -1.282 -5.285 0.024 1.331 0.320 0.35
H -10.307 0.429 -4.992 0.624 0.209 0.112 0.29
H -10.899 -0.957 -4.157 -0.108 0.143 1.027 0.36
H -9.009 -2.517 -3.170 0.264 0.178 -0.244 0.37
H -7.532 -1.770 -2.598 0.020 0.221 0.131 0.42
H -7.641 -2.127 -4.328 -0.921 0.606 0.757 0.30
H -5.303 0.413 -2.099 -1.470 0.659 -0.687 0.32
H -6.285 0.143 -3.550 -0.413 0.525 0.437 0.28
H -6.047 1.883 -2.941 -0.261 -1.758 0.307 -0.25
H -8.228 1.274 0.177 0.049 0.110 -0.571 0.38
H -6.904 0.205 0.238 0.689 -0.995 0.542 0.40
H -6.584 1.856 -0.264 -0.194 -0.036 0.223 0.22
H -11.288 1.976 -1.602 0.519 -0.168 -0.232 0.31
H -10.157 3.380 -1.516 -0.924 0.041 0.028 0.32
H -11.308 3.198 -2.922 0.774 -0.540 0.628 0.25
H -7.947 3.305 -3.158 0.865 1.024 0.610 0.41
H -9.148 3.425 -4.411 -0.245 -0.106 -0.285 0.44
H -8.021 2.006 -4.265 -0.085 0.133 -0.546 0.39
C 1.025 3.182 6.445 1.713 0.923 -0.361 -0.75
C 0.596 1.799 6.600 -1.241 -2.793 -0.188 -0.35
O 1.529 0.931 5.855 0.714 3.606 0.309 -0.09
S 1.314 -0.519 5.601 -0.837 -2.381 -3.437 1.17
C 1.786 -1.204 7.057 1.495 -1.421 1.370 -1.09
O -0.082 -0.802 5.406 -0.140 0.075 0.382 -0.69
O 2.187 -0.876 4.488 -0.362 0.222 1.425 -0.65
H 1.986 3.333 6.985 -0.599 0.075 -0.322 -0.11
H 0.252 3.764 6.908 -0.259 0.738 0.055 0.52
H 1.199 3.468 5.378 -0.436 -0.221 0.813 0.15
H 0.593 1.440 7.672 -0.074 0.491 -1.097 0.26
H -0.388 1.581 6.108 0.638 0.361 0.752 0.44
H 1.503 -2.246 7.078 -0.300 -0.235 -0.038 0.47
H 1.316 -0.665 7.861 -0.173 0.117 0.332 0.41
H 2.873 -1.145 7.140 -0.191 0.245 0.083 0.14
C -4.707 2.619 2.052 1.784 0.269 -0.733 -0.79
C -3.793 3.805 1.546 -0.085 -0.627 1.657 0.13
O -3.965 5.022 2.410 0.316 -0.357 0.363 -0.42
S -3.073 5.110 3.745 -0.499 -2.223 0.279 1.20
C -1.552 5.688 3.110 0.165 -0.513 -0.658 -0.47
O -3.612 6.135 4.592 -0.110 -0.452 -0.462 -0.67
O -2.897 3.739 4.252 -0.101 2.113 -0.557 -0.57
H -4.668 1.852 1.232 -0.020 0.447 0.903 -0.07
H -5.727 2.951 2.146 -0.399 0.170 0.110 0.40
H -4.327 2.214 3.027 -0.388 0.358 -1.083 0.28
H -2.718 3.539 1.532 -0.604 -0.032 -0.009 0.07
H -4.056 4.155 0.562 -0.268 0.120 -0.246 0.25
H -1.288 5.033 2.245 -0.003 0.715 0.529 -0.01
H -0.825 5.583 3.905 0.170 -0.005 0.101 0.29
H -1.718 6.739 2.878 0.213 -0.133 -0.297 0.33
C 2.858 -4.992 -5.035 0.165 0.796 -0.512 -1.48
C 2.114 -3.767 -4.454 -0.601 -0.862 0.759 1.15
O 2.191 -2.730 -5.511 0.072 -0.706 0.609 -0.33
S 1.414 -1.373 -5.366 4.109 1.957 -2.376 1.13
C 0.273 -1.481 -6.683 -0.559 -2.298 -1.485 -0.98
O 0.714 -1.323 -4.140 -0.621 0.105 1.042 -0.36
O 2.437 -0.340 -5.726 -2.713 -2.063 1.077 -0.73
H 3.947 -4.774 -5.024 -0.636 -0.191 -0.216 0.30
H 2.502 -5.026 -6.091 0.476 -0.566 0.655 0.40
H 2.743 -5.968 -4.512 -0.413 0.901 -0.241 0.29
H 1.042 -3.997 -4.245 0.707 0.194 -0.445 0.59
H 2.555 -3.438 -3.485 -0.291 0.117 -1.137 -0.58
H 0.655 -1.651 -7.747 0.090 0.407 1.807 0.33
H -0.293 -0.598 -6.640 -0.778 1.347 -0.044 0.21
H -0.428 -2.332 -6.467 0.667 0.726 -0.004 0.32
```
Positions in Å, forces in eV/Å.

---

2.
Computed, not measured: a molecular structure, C45H24Cl4IrN5S, with ωB97M-V/def2-TZVPD.

Its total charge is 0. The HOMO energy is -7.53 eV.

Geometry as XYZ:
```
80
Properties=species:S:1:pos:R:3:forces:R:3:mulliken_charge:R:1
Ir -0.061 -0.007 0.577 -0.031 0.003 0.050 1.20
Cl -6.025 -6.318 -2.708 -0.001 0.000 0.001 -0.22
C -5.016 -5.185 -1.862 0.011 0.004 -0.002 0.39
C -4.466 -4.116 -2.549 -0.017 0.002 -0.001 -0.99
C -3.663 -3.216 -1.868 0.013 -0.050 0.004 0.07
C -3.393 -3.381 -0.511 -0.072 -0.148 0.324 -0.49
C -3.960 -4.461 0.157 -0.054 0.061 0.049 -0.02
C -4.774 -5.364 -0.510 -0.017 -0.002 0.010 -0.93
C -2.466 -2.412 0.144 0.212 0.179 -0.023 0.87
C -2.878 -1.090 0.231 -0.057 0.032 -0.068 0.42
C -4.245 -0.654 0.080 -0.012 -0.024 0.032 -1.41
C -4.260 0.683 0.249 -0.007 0.024 0.058 -1.16
C -2.896 1.102 0.467 -0.002 -0.017 -0.158 0.28
C -2.476 2.425 0.495 0.077 -0.037 -0.100 1.17
C -3.505 3.478 0.237 -0.047 -0.029 0.209 -0.78
C -4.207 4.088 1.269 0.006 0.008 0.029 -0.08
C -5.170 5.052 1.000 -0.002 -0.012 0.017 -0.92
C -5.428 5.400 -0.314 0.019 0.000 -0.018 0.41
Cl -6.633 6.602 -0.660 -0.003 0.000 0.002 -0.22
C -4.739 4.805 -1.360 -0.022 0.011 0.005 -0.96
C -3.780 3.847 -1.077 0.012 0.020 0.033 0.34
C -1.145 2.834 0.534 0.001 0.051 -0.106 0.51
N -0.056 2.014 0.459 0.074 -0.032 0.171 -0.25
C 1.050 2.816 0.362 -0.070 0.070 -0.106 0.39
C 2.357 2.386 0.178 -0.110 -0.097 -0.117 1.47
C 3.354 3.399 -0.282 0.046 0.065 0.236 -1.29
C 4.267 3.980 0.589 0.005 -0.007 0.039 0.10
C 5.190 4.910 0.130 -0.002 0.000 0.019 -0.91
C 5.195 5.251 -1.211 -0.003 -0.026 -0.020 0.43
Cl 6.363 6.395 -1.799 -0.010 0.018 0.004 -0.22
C 4.287 4.691 -2.095 0.010 0.019 0.000 -0.99
C 3.366 3.769 -1.623 0.011 0.003 0.031 0.20
C 2.773 1.060 0.258 0.032 -0.006 -0.019 0.57
C 4.134 0.617 0.120 0.002 0.035 0.040 -1.31
C 4.132 -0.726 0.260 0.013 -0.021 0.045 -1.58
C 2.768 -1.128 0.471 0.014 0.006 0.011 0.36
N 1.965 -0.021 0.470 -0.016 0.003 -0.260 0.04
C 2.343 -2.447 0.605 -0.040 0.106 -0.127 1.42
C 1.018 -2.848 0.711 -0.027 -0.064 -0.250 0.22
C 0.578 -4.215 0.789 0.000 -0.001 0.020 -1.17
C -0.762 -4.214 0.614 0.023 -0.026 -0.050 -1.20
C -1.171 -2.843 0.454 -0.004 -0.103 -0.229 0.49
N -0.074 -2.036 0.538 -0.041 0.075 0.412 -0.10
C 3.365 -3.520 0.411 -0.051 -0.073 0.231 -0.91
C 4.005 -4.126 1.484 0.022 0.022 0.036 0.07
C 4.918 -5.151 1.278 -0.002 0.003 0.016 -0.90
C 5.186 -5.567 -0.014 -0.001 0.023 -0.022 0.39
Cl 6.329 -6.847 -0.283 -0.004 -0.009 0.001 -0.22
C 4.558 -4.976 -1.100 0.018 -0.010 0.001 -0.96
C 3.649 -3.955 -0.880 0.006 -0.001 0.033 0.33
C 0.637 4.196 0.402 0.018 -0.012 -0.019 -1.38
C -0.708 4.207 0.514 -0.011 0.004 0.019 -1.16
N -2.084 -0.001 0.483 -0.009 -0.016 -0.121 -0.32
H -4.660 -3.995 -3.605 -0.019 0.008 0.002 0.41
H -3.226 -2.379 -2.399 0.003 0.001 -0.002 0.46
H -3.781 -4.588 1.217 0.016 -0.007 -0.001 0.57
H -5.223 -6.196 0.014 0.002 -0.009 -0.006 0.41
H -5.082 -1.311 -0.090 0.003 0.001 -0.027 0.53
H -5.112 1.342 0.242 0.006 0.016 -0.052 0.49
H -3.999 3.809 2.295 0.000 -0.011 -0.002 0.52
H -5.717 5.526 1.803 -0.001 0.007 -0.001 0.42
H -4.956 5.090 -2.380 0.001 0.007 -0.002 0.43
H -3.235 3.375 -1.886 -0.005 -0.001 -0.004 0.49
H 4.254 3.707 1.637 0.003 -0.017 -0.002 0.52
H 5.898 5.368 0.807 0.013 -0.006 -0.002 0.42
H 4.304 4.974 -3.139 0.005 0.004 -0.004 0.41
H 2.649 3.327 -2.303 0.009 -0.002 -0.010 0.50
H 4.978 1.269 -0.035 0.010 -0.015 -0.037 0.47
H 4.973 -1.399 0.241 0.008 0.004 -0.026 0.48
H 1.221 -5.062 0.961 0.015 -0.005 -0.053 0.51
H -1.421 -5.065 0.618 -0.005 0.000 -0.078 0.51
H 3.789 -3.794 2.492 -0.007 0.003 0.001 0.51
H 5.415 -5.626 2.112 0.011 0.004 0.002 0.42
H 4.776 -5.319 -2.102 0.014 0.003 -0.004 0.41
H 3.148 -3.489 -1.720 -0.003 -0.007 -0.005 0.50
H 1.308 5.039 0.370 0.003 0.001 -0.030 0.53
H -1.359 5.062 0.594 -0.014 -0.001 -0.043 0.53
S 2.205 0.741 4.198 0.043 0.002 0.028 -0.40
C 1.021 0.355 3.210 -0.201 -0.030 0.023 0.68
N 0.084 0.058 2.536 0.191 0.025 -0.033 -0.84
```
Positions in Å, forces in eV/Å.

---

Table of frontier orbital gap (Ha), in record order: 0.303; 0.224